Record 1
{"formula": "C34H25ClMgN2O5P2", "method": "ωB97M-V with the def2-TZVPD basis set", "elements": ["Mg", "O", "C", "C", "O", "C", "C", "O", "C", "O", "O", "N", "P", "C", "C", "C", "C", "C", "C", "C", "C", "C", "C", "C", "C", "P", "C", "C", "C", "C", "C", "C", "C", "C", "C", "C", "C", "C", "H", "H", "H", "H", "H", "H", "H", "H", "H", "H", "H", "H", "H", "H", "H", "H", "H", "H", "H", "H", "H", "Cl", "C", "C", "C", "C", "N", "C", "H", "H", "H", "H"], "xyz": [[0.51, -0.50, 0.19], [-1.84, -4.27, -3.71], [-1.43, -3.46, -2.92], [-0.59, -2.22, -3.25], [-0.17, -1.90, -4.34], [-0.39, -1.55, -1.96], [-0.95, -2.29, -0.91], [-0.83, -1.90, 0.33], [-1.61, -3.50, -1.40], [-2.15, -4.38, -0.77], [0.26, -0.45, -1.73], [1.61, 1.42, 1.99], [1.50, 2.09, 0.37], [1.61, 3.87, 0.75], [0.87, 4.39, 1.81], [0.90, 5.75, 2.08], [1.66, 6.60, 1.29], [2.39, 6.09, 0.23], [2.36, 4.73, -0.05], [3.14, 1.74, -0.35], [3.17, 1.05, -1.55], [4.39, 0.68, -2.11], [5.57, 1.00, -1.46], [5.55, 1.70, -0.25], [4.33, 2.07, 0.30], [0.15, 0.68, 2.56], [-0.47, 1.70, 3.91], [0.35, 2.07, 4.98], [-0.15, 2.84, 6.01], [-1.49, 3.25, 5.98], [-2.31, 2.88, 4.93], [-1.80, 2.11, 3.89], [0.76, -0.82, 3.39], [-0.15, -1.87, 3.53], [0.23, -3.04, 4.17], [1.52, -3.17, 4.67], [2.44, -2.13, 4.52], [2.05, -0.96, 3.89], [2.15, 1.98, 2.65], [0.26, 3.75, 2.43], [0.32, 6.15, 2.91], [1.69, 7.66, 1.51], [2.98, 6.75, -0.39], [2.93, 4.34, -0.88], [2.24, 0.77, -2.05], [4.41, 0.15, -3.05], [6.52, 0.71, -1.89], [6.47, 1.95, 0.25], [4.32, 2.63, 1.23], [1.38, 1.74, 5.02], [0.48, 3.13, 6.84], [-1.88, 3.84, 6.79], [-3.34, 3.19, 4.91], [-2.43, 1.83, 3.06], [-1.14, -1.80, 3.08], [-0.48, -3.85, 4.27], [1.82, -4.08, 5.16], [3.45, -2.24, 4.89], [2.77, -0.15, 3.77], [3.23, -5.27, -1.19], [3.37, -3.75, -0.37], [4.56, -3.37, 0.21], [4.61, -2.14, 0.84], [3.48, -1.35, 0.86], [2.33, -1.72, 0.29], [2.27, -2.91, -0.31], [5.43, -4.02, 0.17], [5.52, -1.79, 1.31], [3.49, -0.38, 1.33], [1.33, -3.21, -0.76]], "gap_ev": 6.628, "homo_energy_ev": -6.97, "de_lowest_kcal_mol": 21.9}

***

Record 2
{"formula": "C22H25NO3", "method": "ωB97M-V with the def2-TZVPD basis set", "elements": ["C", "C", "O", "C", "N", "C", "C", "O", "O", "H", "H", "H", "H", "H", "H", "H", "H", "C", "C", "C", "C", "C", "C", "C", "C", "C", "C", "C", "C", "C", "C", "C", "C", "C", "H", "H", "H", "H", "H", "H", "H", "H", "H", "H", "H", "H", "H", "H", "H", "H", "H"], "xyz": [[-1.59, 2.24, 6.03], [-0.58, 1.77, 5.02], [-1.31, 1.10, 3.96], [-0.45, 0.39, 3.18], [-1.00, -0.09, 2.04], [-1.08, -1.43, 1.91], [-2.48, -1.97, 2.09], [-0.17, -2.21, 1.61], [0.74, 0.32, 3.54], [-1.10, 2.91, 6.74], [-2.43, 2.76, 5.57], [-1.97, 1.38, 6.60], [-0.02, 2.61, 4.58], [0.14, 1.07, 5.48], [-3.04, -1.36, 2.81], [-3.00, -1.94, 1.13], [-2.45, -3.00, 2.42], [-3.46, 0.07, -6.74], [-2.85, 0.30, -5.39], [-3.55, 0.98, -4.38], [-3.01, 1.12, -3.11], [-1.73, 0.58, -2.79], [-1.14, 0.71, -1.50], [0.20, 0.42, -1.26], [0.80, 0.43, -0.01], [2.10, -0.13, 0.21], [2.50, -0.57, 1.49], [3.78, -1.01, 1.76], [4.73, -1.06, 0.74], [6.13, -1.48, 1.05], [4.35, -0.71, -0.56], [3.06, -0.27, -0.84], [-1.04, -0.12, -3.84], [-1.59, -0.23, -5.10], [-2.76, -0.50, -7.36], [-4.39, -0.49, -6.66], [-3.68, 1.01, -7.26], [-4.53, 1.40, -4.61], [-3.55, 1.65, -2.32], [-1.75, 1.05, -0.66], [0.83, 0.18, -2.11], [0.30, 0.92, 0.82], [1.75, -0.55, 2.28], [4.04, -1.31, 2.78], [6.71, -1.57, 0.13], [6.63, -0.75, 1.70], [6.16, -2.45, 1.57], [5.09, -0.80, -1.36], [2.79, 0.00, -1.85], [-0.08, -0.59, -3.64], [-1.04, -0.76, -5.89]], "gap_ev": 4.933, "homo_energy_ev": -7.17, "de_lowest_kcal_mol": 114.9}